1.
ORCA calculation (ωB97M-V with the def2-TZVPD basis set) on a structure of composition C11H17BMnN6.

For the total energy, the calculation gives -1933.74580 Eh. The value obtained for the energy above the lowest of the compared OMol25 structures with the same formula, charge and spin is 29.16 kJ/mol. The orbital gap (spin up / spin down) comes out at 0.317 / 0.301 Ha. Its molar mass is 299.0 g/mol. The spin multiplicity is 6. The LUMO energy (spin up / spin down) comes out at 0.2 / -0.4 eV. The net charge is 0. As for the expectation value of S²: 8.763.

XYZ file:
```
36
Properties=species:S:1:pos:R:3:lowdin_spin:R:1
H -3.763 -1.508 0.567 0.0071
N -2.023 -0.774 -0.424 0.0575
B 0.173 -0.846 -1.843 0.0028
N -1.215 -1.324 -1.399 0.0108
C -1.858 -2.354 -1.967 0.0140
Mn -2.308 1.049 0.277 4.6678
H -1.417 -2.862 -2.808 0.0012
C -3.026 -2.590 -1.261 0.0069
H -3.750 -3.340 -1.492 0.0004
C -3.079 -1.620 -0.252 0.0331
H 0.433 -1.192 -2.971 0.0001
C 2.430 1.476 4.101 0.0000
H 2.079 2.495 4.261 0.0000
H 1.936 1.054 3.219 0.0000
H 3.510 1.497 3.941 0.0000
N 1.368 -1.312 -0.916 0.0001
N -0.052 0.693 -1.825 0.0105
N 1.347 -1.041 0.424 0.0005
N -0.744 1.436 -0.885 0.0569
C 2.514 -1.980 -1.216 0.0000
C 0.386 1.520 -2.787 0.0132
H 2.683 -2.285 -2.226 0.0000
H 0.886 1.118 -3.655 0.0012
C 3.259 -2.152 -0.045 0.0000
C 0.106 2.832 -2.406 0.0069
C 2.466 -1.526 0.954 0.0000
C -0.551 2.759 -1.169 0.0317
H 4.205 -2.628 0.094 0.0000
H 0.331 3.704 -2.974 0.0004
H 2.630 -1.378 2.007 0.0000
H -0.851 3.534 -0.479 0.0069
H 2.223 0.896 4.963 0.0000
C -2.567 1.601 2.275 0.0291
H -3.358 2.348 2.437 0.0182
H -1.568 1.990 2.613 0.0100
H -2.834 0.709 2.869 0.0125
```

2.
ORCA calculation (ωB97M-V with the def2-TZVPD basis set) on a cluster of 19 separate species, C58H77N19 in total.

For the total energy, the calculation gives -3296.39840 Eh. The orbital gap comes out at 0.295 Ha. Its molar mass is 1040.4 g/mol. The LUMO energy comes out at 0.3 eV. The net charge is 0.

XYZ file:
```
154
Properties=species:S:1:pos:R:3:mulliken_charge:R:1
C -3.758 23.210 29.624 -0.7474
C -3.014 23.800 30.728 0.2472
N -2.433 24.280 31.593 -0.1882
H -3.106 22.859 28.824 0.2009
H -4.233 24.094 29.197 0.2105
H -4.506 22.434 29.788 0.3975
C 7.628 18.034 30.361 -0.8600
C 6.864 19.299 30.251 0.3243
N 6.257 20.270 30.195 -0.4036
H 8.394 18.078 29.587 0.2713
H 6.940 17.206 30.194 0.3320
H 8.100 17.936 31.338 0.2974
C -0.680 25.896 37.041 -0.6063
C 0.683 25.832 36.428 0.4305
N 1.716 25.774 35.951 -0.5342
H -1.543 25.965 36.379 -0.0755
H -0.676 26.724 37.750 0.3510
H -0.777 25.019 37.682 0.2753
C -3.209 26.539 33.875 -0.6293
C -4.598 26.266 33.427 0.3140
N -5.660 26.045 33.032 -0.4697
H -3.313 26.632 34.956 0.1901
H -2.890 27.487 33.443 0.3920
H -2.488 25.761 33.622 0.2194
C 5.770 29.216 33.260 -0.0643
C 6.063 29.804 31.978 0.3647
N 6.265 30.304 30.942 -0.5511
H 6.589 28.970 33.935 0.3745
H 5.083 28.381 33.118 -0.3970
H 5.195 29.996 33.758 0.3152
C 1.419 22.481 37.147 -0.4162
C 1.777 23.123 38.407 0.1785
N 2.143 23.596 39.405 -0.4551
H 0.341 22.404 37.004 0.0869
H 1.865 21.494 37.265 0.4076
H 1.901 22.917 36.272 0.1946
C 3.962 27.862 30.344 1.2895
C 2.917 28.622 31.020 -0.1603
N 2.092 29.244 31.558 -0.5841
H 4.446 28.487 29.594 0.6031
H 3.410 27.088 29.810 -0.9098
H 4.809 27.496 30.923 -0.3371
C 9.186 21.644 28.938 -0.5741
C 9.936 20.886 29.950 0.1482
N 10.562 20.423 30.824 -0.4340
H 9.746 22.520 28.612 0.4020
H 8.282 22.132 29.302 0.1252
H 8.867 21.000 28.118 0.3200
C 1.583 24.895 30.836 0.5438
C 3.019 24.503 30.590 0.2400
N 4.159 24.250 30.398 -0.4825
H 1.125 24.729 29.861 -1.1452
H 1.562 25.919 31.209 0.3647
H 1.208 24.205 31.592 0.5199
N 4.119 26.437 34.690 0.3539
C 4.419 25.747 33.570 -1.2459
C 5.774 25.851 33.288 0.3822
C 6.379 26.376 34.436 -1.5080
C 5.366 26.683 35.273 -0.4758
H 3.216 26.480 35.142 0.3121
H 3.654 25.117 33.140 0.6385
H 6.281 25.317 32.498 0.9062
H 7.423 26.482 34.692 0.4563
H 5.324 27.062 36.283 0.4383
N -1.567 24.354 24.726 -0.0492
C -2.313 23.256 24.420 -0.3909
C -3.437 23.394 25.132 -0.6750
C -3.356 24.569 25.946 -0.7140
C -2.128 25.106 25.698 -0.8649
H -0.697 24.601 24.277 0.8585
H -1.955 22.540 23.695 0.4053
H -4.260 22.701 25.042 0.4149
H -4.188 24.837 26.580 0.6176
H -1.673 26.019 26.052 0.4992
N 3.122 20.125 31.078 0.3215
C 2.402 18.984 31.149 -0.7983
C 1.383 19.231 32.048 -0.2633
C 1.506 20.524 32.552 -0.3190
C 2.526 21.115 31.798 -1.2046
H 3.957 20.352 30.557 0.1889
H 2.606 18.128 30.524 0.4291
H 0.622 18.506 32.292 0.4160
H 0.864 20.935 33.317 0.5705
H 2.980 22.094 31.752 0.6882
N 5.449 22.479 27.330 0.6067
C 6.367 22.981 26.436 -0.7226
C 6.244 22.258 25.297 -0.6836
C 5.135 21.401 25.360 -0.7465
C 4.632 21.617 26.629 -0.3552
H 5.342 22.730 28.303 0.0662
H 7.093 23.726 26.726 0.5692
H 6.959 22.374 24.497 0.4381
H 4.849 20.612 24.681 0.5085
H 3.769 21.124 27.052 0.2858
N 2.853 27.370 27.050 0.4235
C 3.490 26.183 26.844 -1.0821
C 2.608 25.142 27.154 -0.7466
C 1.345 25.730 27.469 1.1520
C 1.573 27.103 27.532 -2.5511
H 3.234 28.288 26.867 0.2385
H 4.469 26.028 26.414 0.6415
H 2.852 24.090 27.191 0.6329
H 0.441 25.277 27.850 0.3682
H 0.922 27.951 27.685 0.7228
N 8.920 26.458 28.178 0.0492
C 8.865 26.569 29.544 -1.0599
C 7.532 26.301 29.904 -0.5266
C 6.757 26.409 28.744 0.8489
C 7.644 26.459 27.668 -1.1101
H 9.777 26.509 27.645 0.2008
H 9.770 26.714 30.114 0.4144
H 7.180 26.206 30.921 0.5643
H 5.677 26.416 28.712 0.0847
H 7.452 26.453 26.606 0.4852
N 1.621 25.023 24.251 0.2811
C 1.312 23.970 23.470 -0.7269
C 0.508 24.405 22.442 -0.6135
C 0.391 25.793 22.557 -0.4878
C 1.048 26.138 23.706 -0.4334
H 2.117 24.970 25.129 0.1463
H 1.668 23.004 23.797 0.4700
H 0.069 23.725 21.727 0.4749
H -0.216 26.446 21.947 0.3984
H 1.124 27.060 24.262 0.3753
N -2.776 20.944 36.235 0.0787
C -1.879 21.213 35.296 -1.2356
C -2.159 22.439 34.685 0.4022
C -3.327 22.960 35.241 -0.6428
C -3.692 21.987 36.220 -0.7189
H -2.660 20.156 36.856 0.2173
H -1.110 20.471 35.140 0.4820
H -1.568 22.832 33.870 0.6159
H -3.871 23.870 35.036 0.3471
H -4.530 22.001 36.902 0.4026
N 0.992 21.018 28.636 0.2715
C 0.898 21.179 27.279 -1.4270
C 0.065 22.261 26.991 0.0464
C -0.326 22.766 28.238 -0.3608
C 0.288 22.039 29.185 -1.2365
H 1.602 20.345 29.078 0.2300
H 1.529 20.654 26.577 0.5188
H -0.116 22.781 26.062 0.1273
H -0.842 23.702 28.392 1.2648
H 0.358 22.163 30.256 0.7241
N -0.539 32.673 29.192 0.0076
C -1.111 32.026 28.128 -0.2653
C -1.411 30.725 28.489 -0.8608
C -0.707 30.486 29.632 -0.1182
C -0.311 31.771 30.187 -0.6634
H -0.332 33.662 29.198 0.2012
H -1.337 32.692 27.309 0.3938
H -1.930 30.022 27.854 0.3920
H -0.651 29.564 30.191 0.5032
H 0.019 32.175 31.133 0.4059
```

3.
ORCA calculation (ωB97M-V with the def2-TZVPD basis set) on a cluster of 2 separate species, C12H15BrClF13N2O2S in total.

For the total energy, the calculation gives -5456.61801 Eh. The orbital gap comes out at 0.142 Ha. Its molar mass is 613.7 g/mol. The LUMO energy comes out at -2.1 eV. The net charge is 0.

XYZ file:
```
47
Properties=species:S:1:pos:R:3:mulliken_charge:R:1
F 1.575 0.039 2.641 -0.2931
C 0.312 0.526 2.265 0.5090
F 0.080 1.654 3.121 -0.3716
C 0.268 1.038 0.769 -0.8480
C -0.704 2.310 0.559 -0.3606
C -0.671 2.741 -0.999 -0.2228
Br -1.676 4.479 -1.218 0.0031
N 0.737 3.050 -1.375 -0.3008
C 1.375 1.990 -2.200 -0.3284
C 0.554 1.570 -3.513 -0.6998
N -0.944 1.736 -3.394 0.1181
C -1.414 1.683 -1.949 -0.2337
Cl -3.249 1.819 -1.883 -0.0817
C -0.877 -0.506 2.646 0.6829
F -2.125 0.048 2.325 -0.2890
F -0.842 -0.569 4.070 -0.3075
C -0.628 -1.991 2.109 0.5693
F -0.006 -2.673 3.193 -0.2960
F 0.368 -2.024 1.098 -0.2130
C -1.923 -2.847 1.776 0.5133
F -2.968 -2.632 2.703 -0.2409
F -1.563 -4.204 1.977 -0.2499
S -2.610 -2.729 0.046 1.1194
F -1.334 -3.517 -0.647 -0.2758
F -3.318 -4.243 0.273 -0.3320
F -4.045 -2.092 0.661 -0.3263
F -1.998 -1.215 -0.246 -0.1161
F -3.315 -2.674 -1.455 -0.3062
H 1.321 1.440 0.541 0.3823
H 0.078 0.204 0.025 0.3121
H -1.767 2.097 0.893 0.3090
H -0.302 3.225 1.121 0.4491
H 0.743 3.928 -1.925 0.4515
H 1.635 1.048 -1.597 0.0595
H 2.390 2.406 -2.539 0.5157
H 0.752 0.449 -3.673 0.3268
H 0.974 2.143 -4.396 0.3442
H -1.300 2.598 -3.837 0.4290
H -1.362 0.890 -3.831 0.4190
H -1.174 0.635 -1.587 0.1142
C 3.615 -2.030 1.235 -0.0579
C 4.857 -1.233 0.838 0.3711
O 5.953 -1.734 1.174 -0.7400
O 4.617 -0.161 0.216 -0.6992
H 3.880 -2.946 1.768 0.3063
H 2.981 -1.424 1.884 -0.2261
H 3.050 -2.303 0.338 0.1114
```

4.
ORCA calculation (ωB97M-V with the def2-TZVPD basis set) on a structure of composition C30H25As2Cl3CoN3O16S2.

For the total energy, the calculation gives -10557.58827 Eh. The value obtained for the energy above the lowest of the compared OMol25 structures with the same formula, charge and spin is 55.66 kJ/mol. The orbital gap (spin up / spin down) comes out at 0.272 / 0.271 Ha. Its molar mass is 1062.8 g/mol. The spin multiplicity is 2. The LUMO energy (spin up / spin down) comes out at 1.7 / 1.7 eV. The net charge is -1. As for the expectation value of S²: 0.775.

XYZ file:
```
82
Properties=species:S:1:pos:R:3:lowdin_spin:R:1
Co 1.268 1.471 -0.082 0.9431
S 2.395 3.478 0.621 0.0232
C 0.735 3.731 0.865 0.0005
N -0.073 2.762 0.480 -0.0090
C -1.397 3.027 0.747 -0.0012
C -2.476 2.204 0.458 -0.0002
C -3.748 2.641 0.777 0.0000
C -3.952 3.885 1.375 -0.0002
C -2.884 4.714 1.662 -0.0001
C -1.606 4.279 1.343 -0.0006
S -0.085 5.095 1.580 -0.0002
H -2.299 1.240 0.006 0.0000
H -4.594 2.003 0.569 0.0000
H -4.956 4.201 1.625 0.0000
H -3.038 5.675 2.131 0.0000
O 4.640 1.517 -1.732 -0.0026
C 3.986 0.854 -0.944 -0.0005
O 2.715 0.667 -0.996 -0.0041
C 4.694 0.134 0.194 0.0002
C 6.070 0.289 0.328 0.0000
C 6.711 -0.351 1.370 0.0000
C 6.054 -1.153 2.284 0.0000
C 4.694 -1.293 2.096 0.0000
C 3.990 -0.665 1.086 0.0000
N 3.968 -2.193 3.015 0.0000
O 4.588 -2.650 3.952 0.0000
O 2.804 -2.412 2.777 0.0001
N 8.170 -0.183 1.523 0.0000
O 8.696 -0.722 2.476 0.0000
O 8.748 0.487 0.695 0.0000
H 6.603 0.916 -0.371 0.0000
H 6.571 -1.654 3.088 0.0000
H 2.919 -0.785 1.004 0.0000
C -0.446 -4.217 2.576 0.0000
O -0.992 -3.299 1.616 0.0001
C -0.410 -3.306 0.425 0.0005
O 0.599 -3.896 0.129 0.0002
C -1.096 -2.382 -0.534 0.0025
C -2.367 -2.545 -0.887 0.0005
As -3.429 -1.503 -2.172 -0.0002
C -4.546 -0.570 -0.854 -0.0001
C -2.187 -0.032 -2.554 -0.0009
C -0.869 0.010 -2.381 -0.0006
As 0.255 -1.173 -1.278 0.0116
C 0.831 -2.343 -2.738 0.0049
C 0.009 1.007 -3.087 0.0008
O 0.306 0.886 -4.246 0.0011
O 0.470 1.971 -2.277 0.0059
C 1.396 2.916 -2.870 0.0010
C -2.927 1.041 -3.277 -0.0002
O -4.039 0.888 -3.728 -0.0002
O -2.262 2.199 -3.305 0.0000
C -2.938 3.278 -3.950 0.0000
C -3.089 -3.757 -0.383 0.0002
O -2.583 -4.827 -0.170 0.0000
O -4.415 -3.546 -0.322 0.0000
C -5.191 -4.696 0.012 0.0000
H -1.077 -4.111 3.456 0.0000
H 0.583 -3.952 2.807 0.0000
H -0.492 -5.231 2.176 0.0000
H -5.366 -1.225 -0.578 0.0000
H -4.939 0.325 -1.333 0.0000
H -3.971 -0.309 0.033 0.0000
H -0.037 -2.680 -3.304 0.0006
H 1.352 -3.190 -2.294 0.0000
H 1.503 -1.778 -3.382 0.0000
H 2.409 2.536 -2.729 0.0003
H 1.251 3.839 -2.315 0.0003
H 1.162 3.037 -3.926 0.0000
H -2.264 4.127 -3.868 0.0000
H -3.881 3.484 -3.443 0.0000
H -3.129 3.032 -4.995 0.0000
H -6.228 -4.402 -0.127 0.0000
H -5.011 -4.979 1.050 0.0000
H -4.933 -5.532 -0.637 0.0000
Cl 0.349 -0.356 5.238 -0.0002
C 0.005 0.515 3.735 0.0005
Cl -0.285 2.238 4.093 0.0007
Cl -1.472 -0.164 3.017 0.0002
C 1.242 0.476 2.762 0.0041
O 2.335 0.605 3.268 0.0040
O 0.906 0.386 1.551 0.0140
```

5.
ORCA calculation (ωB97M-V with the def2-TZVPD basis set) on a cluster of 3 separate species, C13H25BO6P in total.

For the total energy, the calculation gives -1328.10541 Eh. The value obtained for the energy above the lowest of the compared OMol25 structures with the same formula, charge and spin is 0.00 kJ/mol. The orbital gap comes out at 0.278 Ha. Its molar mass is 319.1 g/mol. The LUMO energy comes out at 2.9 eV. The net charge is -1.

XYZ file:
```
46
Properties=species:S:1:pos:R:3:nbo_charge:R:1
C -3.673 -3.609 -0.093 -0.6182
C -3.364 -3.006 -1.465 -0.7045
P -2.885 -1.217 -1.305 0.7944
C -2.579 -0.874 -3.103 -0.9405
C -1.192 -1.484 -0.550 -0.1944
C 0.073 -0.927 -1.267 -0.0801
O 0.869 -0.380 -0.252 -0.7653
B 0.291 -0.883 1.040 0.4162
O -1.164 -0.909 0.736 -0.7450
H -4.649 -3.270 0.263 0.1995
H -3.686 -4.701 -0.113 0.1924
H -2.933 -3.297 0.648 0.2245
H -2.582 -3.582 -1.971 0.1976
H -4.254 -3.039 -2.103 0.2019
H -1.536 -0.995 -3.397 0.2206
H -3.180 -1.565 -3.699 0.2082
H -2.880 0.146 -3.336 0.2355
H -1.068 -2.574 -0.435 0.1624
H 0.584 -1.749 -1.792 0.1391
H -0.175 -0.153 -1.997 0.1672
H 0.716 -2.046 1.273 -0.1607
H 0.583 -0.127 1.968 -0.1369
O 7.105 0.337 1.822 -0.5990
C 5.978 0.153 1.449 0.7945
O 5.615 -0.964 0.789 -0.4998
C 4.224 -0.879 0.381 -0.0642
C 3.598 0.143 1.314 -0.4418
C 4.775 1.065 1.600 -0.5291
H 4.197 -0.556 -0.661 0.1759
H 3.786 -1.869 0.457 0.2107
H 2.721 0.604 0.867 0.2692
H 3.271 -0.350 2.229 0.2189
H 4.874 1.859 0.855 0.2254
H 4.778 1.523 2.586 0.2324
O -1.835 1.653 -1.390 -0.5712
C -1.654 2.461 -0.532 0.8075
O -2.358 3.635 -0.481 -0.5111
C -1.874 4.441 0.602 -0.0665
C -1.205 3.468 1.569 -0.4280
C -0.686 2.395 0.623 -0.5530
H -1.160 5.167 0.201 0.1636
H -2.724 4.977 1.021 0.1835
H -0.438 3.945 2.176 0.2110
H -1.954 3.040 2.238 0.2099
H 0.310 2.614 0.228 0.2346
H -0.660 1.379 1.009 0.3125
```

6.
ORCA calculation (ωB97M-V with the def2-TZVPD basis set) on an isolated molecule of C2H6N6.

For the total energy, the calculation gives -408.14676 Eh. The value obtained for the energy above the lowest of the compared OMol25 structures with the same formula, charge and spin is 391.65 kJ/mol. The orbital gap comes out at 0.310 Ha. Its molar mass is 114.1 g/mol. The LUMO energy comes out at 0.4 eV. The net charge is 0.

XYZ file:
```
14
Properties=species:S:1:pos:R:3:nbo_charge:R:1
N 0.187 -2.519 -0.912 -0.7147
N -0.589 -1.501 -0.347 -0.4209
C 0.118 -0.382 -0.188 0.3104
C 1.436 0.058 -0.203 -0.1373
N 1.467 1.319 0.271 -0.1684
N 0.261 1.795 0.547 -0.2215
N -0.623 0.843 0.120 -0.1027
N -1.825 0.866 0.707 -0.6144
H 0.390 -3.260 -0.208 0.3465
H -0.253 -3.001 -1.722 0.3573
H 2.414 -0.457 -0.433 0.2465
H 0.155 2.779 0.348 0.4086
H -1.734 0.144 1.720 0.3161
H -2.441 0.120 -0.068 0.3943
```